# 1
Entry from the Open Molecules 2025 dataset: a structure of composition C21H18BrCl3IrNO2 at a distorted geometry (wB97M-V/def2-TZVPD).

## Properties
multiplicity: 5
molecular weight: 694.9 g mol⁻¹
electronic energy: -138098.552 eV
highest occupied orbital energy (spin up / spin down): -7.88 / -8.13 eV
E_LUMO (spin up / spin down): 0.003 / -2.371 eV
⟨S²⟩: 6.02

Last column: Mulliken spin population.
Geometry (Å):
Ir  -0.3743  -0.1718  0.2244  2.751
Br  1.0711  0.8610  -1.9268  0.149
C  -0.5187  1.0301  -2.9941  -0.003
C  -0.3551  1.2708  -4.3257  0.018
C  -1.4950  1.4521  -5.1285  -0.019
C  -2.7368  1.4185  -4.5617  0.021
C  -2.9066  1.1837  -3.1780  -0.020
C  -4.1892  1.2019  -2.5843  0.075
C  -4.3348  0.9948  -1.2431  -0.034
C  -3.2110  0.7139  -0.4438  0.077
C  -1.9359  0.6544  -0.9640  0.201
C  -1.7706  0.9434  -2.3511  -0.025
H  0.6388  1.3317  -4.7470  -0.001
H  -1.3680  1.6297  -6.1877  -0.001
H  -3.6210  1.5813  -5.1661  0.001
H  -5.0482  1.3955  -3.2152  0.003
H  -5.3142  1.0390  -0.7840  -0.001
H  -3.3770  0.5356  0.6125  0.008
Cl  0.7398  -1.0694  3.7349  0.002
C  -0.0117  0.5253  3.5425  -0.007
Cl  -0.3103  1.2445  5.1072  0.004
Cl  -1.5729  0.3218  2.6935  0.083
C  0.9556  1.4373  2.6344  0.008
O  1.5624  2.3026  3.2107  0.028
O  0.9829  1.0957  1.4092  0.127
C  3.2181  -1.2670  0.9718  0.012
N  3.2559  -2.3780  0.0517  0.001
C  3.9762  -3.5203  0.5582  -0.002
C  2.0454  -2.6510  -0.6921  0.080
C  0.8541  -3.1341  0.1326  0.071
C  0.8364  -4.4575  0.5633  -0.009
C  -0.2260  -4.9557  1.3027  0.048
C  -1.3084  -4.1366  1.5861  -0.019
C  -1.3026  -2.8220  1.1556  0.117
C  -0.2132  -2.2868  0.4526  0.261
H  4.2391  -0.9720  1.2221  0.001
H  2.6919  -1.5015  1.9101  -0.002
H  2.7199  -0.4127  0.5147  0.001
H  4.9880  -3.2139  0.8308  0.000
H  4.0454  -4.2878  -0.2145  0.000
H  3.5066  -3.9626  1.4529  0.001
H  2.2806  -3.4144  -1.4384  0.004
H  1.7530  -1.7414  -1.2191  -0.032
H  1.6581  -5.1135  0.3038  0.004
H  -0.2228  -5.9859  1.6357  0.003
H  -2.1581  -4.5206  2.1361  0.003
H  -2.1694  -2.2053  1.3661  0.010

=====

# 2
Entry from the Open Molecules 2025 dataset: a cluster of 2 separate species, C14H20FO3P in total at a distorted geometry (wB97M-V/def2-TZVPD).

## Properties
molecular weight: 286.3 g mol⁻¹
electronic energy: -32988.579 eV
highest occupied orbital energy: -9.10 eV
E_LUMO: 0.626 eV

Last column: natural (NBO) charge in e.
Geometry (Å):
O  1.9031  -1.9304  -1.1843  -0.499
C  2.6209  -1.0514  -1.5587  0.441
C  3.1369  0.0463  -0.6598  -0.801
P  2.6700  1.7137  -1.3441  1.062
C  4.5209  2.3668  -1.4151  -0.880
C  4.9900  2.3158  -2.8031  0.867
O  4.9856  1.3376  -3.4700  -0.567
F  5.2863  3.4852  -3.3617  -0.333
C  0.8286  1.2581  -1.3972  -0.385
C  0.2077  1.1161  -2.6349  -0.225
C  -1.1403  0.7760  -2.7383  -0.204
C  -1.8820  0.5861  -1.5812  -0.205
C  -1.2905  0.7286  -0.3278  -0.205
C  0.0575  1.0667  -0.2534  -0.165
H  2.9903  -1.0402  -2.5985  0.125
H  4.2112  -0.0924  -0.5862  0.252
H  2.6591  -0.0805  0.3058  0.263
H  2.5710  1.9805  -2.7374  -0.040
H  2.3671  2.7191  -0.4000  -0.025
H  4.5123  3.3994  -1.0648  0.232
H  5.2124  1.8244  -0.7810  0.247
H  0.7919  1.2679  -3.5366  0.206
H  -1.6026  0.6680  -3.7046  0.214
H  -2.9254  0.3200  -1.6557  0.217
H  -1.8434  0.6012  0.5805  0.216
H  0.5185  1.1918  0.7214  0.189
C  -3.6834  -3.0346  3.4828  -0.431
C  -3.3898  -1.6592  4.0749  -0.430
C  -2.9207  -0.8931  2.8460  -0.071
O  -3.6263  -1.4449  1.7326  -0.539
C  -4.2616  -2.6649  2.1252  -0.066
H  -4.3670  -3.6343  4.0817  0.218
H  -2.7548  -3.5960  3.3591  0.204
H  -4.3055  -1.2149  4.4711  0.202
H  -2.6466  -1.6741  4.8705  0.217
H  -1.8453  -1.0214  2.6780  0.166
H  -3.1362  0.1749  2.9124  0.182
H  -5.3411  -2.4904  2.1906  0.164
H  -4.0790  -3.4216  1.3620  0.187